[1]
Below is C23H20BrN2OPV as an isolated structure in a non-equilibrium geometry, with properties calculated with ωB97M-V/def2-TZVPD.

Output
Expectation value of S²: 2.096
HOMO energy (spin up / spin down) in eV: -17.48 / -17.47
Relative energy (zero: lowest compared OMol25 entry of this formula, charge and spin) in kJ/mol: 102.0
Frontier orbital gap (spin up / spin down) in eV: 5.85 / 7.06
E in Eh: -4931.58290
Net charge: +3
Spin multiplicity: 3

```
49
Properties=species:S:1:pos:R:3:forces:R:3
V -1.67013 -0.76537 -0.12189 0.93 0.96 -0.83
N -2.36853 0.98903 -1.00459 -1.05 -0.05 0.26
C -1.44503 1.82843 -1.75519 0.95 0.64 -0.65
C -1.85123 3.03853 -2.29739 -0.11 -0.30 0.18
C -0.95413 3.78723 -3.05059 0.08 -0.11 0.04
C 0.34377 3.33993 -3.25899 -0.06 0.00 0.02
C 0.76197 2.13533 -2.71539 -0.07 -0.10 0.13
C -0.13053 1.38083 -1.95199 -0.52 -0.28 0.26
P 0.31877 -0.17567 -1.14929 1.72 0.60 -0.65
C 1.83657 -0.77737 -1.90339 -0.31 -0.17 0.10
C 3.06517 -0.49857 -1.29379 -0.25 0.12 -0.11
C 4.22797 -0.74707 -2.00069 0.13 -0.02 0.04
C 4.17547 -1.30217 -3.27489 -0.08 0.04 0.10
C 2.95277 -1.60077 -3.86489 -0.05 -0.07 0.04
C 1.77547 -1.34147 -3.18449 -0.05 0.07 0.20
C 0.60007 0.17063 0.61741 -0.39 -0.28 -0.20
C 0.66137 1.46763 1.15341 0.02 0.02 -0.04
C 1.11767 1.64773 2.44881 -0.07 0.07 0.00
C 1.49277 0.55103 3.22001 -0.04 -0.04 -0.18
C 1.40837 -0.74337 2.70821 -0.02 -0.04 -0.08
C 0.96577 -0.94047 1.41221 0.10 0.03 -0.12
H -3.12463 0.69763 -1.64729 0.14 0.29 0.26
H -2.83033 1.57223 -0.28649 0.05 -0.24 -0.35
H -2.86233 3.39563 -2.15449 -0.09 0.03 0.00
H -1.28103 4.71843 -3.48599 -0.03 0.11 -0.02
H 1.03037 3.92923 -3.84919 0.03 0.02 -0.03
H 1.77357 1.78903 -2.87789 0.02 -0.06 0.00
H 3.10117 -0.05617 -0.30679 0.10 0.01 0.00
H 5.18127 -0.49297 -1.55869 0.03 -0.07 0.02
H 5.09307 -1.50747 -3.80739 0.03 0.02 -0.03
H 2.91967 -2.04037 -4.85119 -0.02 -0.02 -0.03
H 0.81937 -1.57477 -3.63419 -0.02 0.01 -0.12
H 0.42707 2.32293 0.53071 -0.05 0.02 0.03
H 1.21117 2.64553 2.85241 -0.01 0.06 0.02
H 1.87457 0.70673 4.21821 0.03 0.01 0.09
H 1.72137 -1.58057 3.31421 0.03 -0.09 0.00
H 0.97027 -1.94017 0.97261 0.00 0.09 0.14
O -3.53433 -3.20317 4.93291 -0.26 -0.36 0.20
C -3.09993 -2.48907 3.94671 0.44 0.62 -0.63
C -2.40423 -1.26297 4.06031 -0.01 0.02 -0.26
C -1.94423 -0.63657 2.92521 0.04 0.18 1.06
N -2.13533 -1.13797 1.69741 -0.46 -0.45 0.42
C -2.84463 -2.27117 1.58321 -0.33 -0.45 0.85
Br -3.08453 -2.76637 -0.28579 -0.49 -0.63 0.29
C -3.34203 -2.98337 2.63131 -0.16 -0.24 -0.24
H -3.37523 -2.86987 5.83391 0.05 0.12 -0.21
H -2.23263 -0.81387 5.02781 0.04 0.04 0.05
H -1.40283 0.30253 2.97871 0.00 -0.12 0.02
H -3.90903 -3.89697 2.50701 0.01 -0.01 -0.05
```
Positions in Å, forces in eV/Å.

***

[2]
Below is C31H20Br2CdIN3O2 as an isolated structure, with properties calculated with ωB97M-V/def2-TZVPD.

Output
HOMO energy in eV: -6.97
Relative energy (zero: lowest compared OMol25 entry of this formula, charge and spin) in kJ/mol: 0.0
Frontier orbital gap in eV: 6.82
E in Eh: -7121.62944
Net charge: 0

```
60
Properties=species:S:1:pos:R:3:forces:R:3
Cd -0.29143 -0.25147 0.32902 0.19 0.05 0.05
C -3.33073 -3.15480 -1.44691 -0.07 -0.03 -0.03
C -2.26316 -2.70793 -0.65222 0.03 0.06 0.07
N -2.20788 -1.49499 -0.15412 -0.31 -0.03 -0.23
C -3.21402 -0.61341 -0.40388 -0.14 0.00 -0.03
C -4.31906 -0.97206 -1.20763 0.14 0.02 0.10
C -4.34642 -2.28514 -1.72562 0.03 0.00 0.01
C -5.32463 -0.01948 -1.48913 -0.06 0.05 -0.03
C -5.19579 1.24767 -1.00032 -0.05 -0.05 -0.06
C -4.10044 1.62532 -0.20102 0.10 -0.07 0.04
C -3.10259 0.72727 0.14301 -0.07 0.07 0.03
N -1.96651 0.98427 0.86167 -0.14 0.15 0.09
C -1.79246 1.86906 1.87510 -0.16 0.05 -0.01
C -2.75786 2.68920 2.45175 0.08 -0.12 -0.08
C -2.47320 3.51951 3.54539 0.09 0.04 0.08
C -1.23134 3.56869 4.11381 -0.11 0.07 0.04
C -0.21514 2.73616 3.59967 0.03 -0.11 -0.12
C 1.07233 2.67388 4.17636 -0.02 -0.02 -0.05
C 2.01327 1.81906 3.67738 0.04 0.07 0.07
C 1.67415 1.02208 2.57606 0.00 0.05 -0.11
N 0.49214 1.06844 2.00624 -0.01 0.15 0.29
C -0.47417 1.89693 2.48886 -0.01 0.12 0.11
H -3.32612 -4.16347 -1.83589 0.00 0.00 0.01
H -1.42654 -3.35702 -0.41735 0.03 0.01 -0.04
H -5.17770 -2.58070 -2.35469 0.00 -0.02 0.01
H -6.16736 -0.30469 -2.10564 0.00 0.01 0.00
H -5.94284 1.99413 -1.23924 0.00 0.00 0.01
H -4.02186 2.65512 0.11077 0.01 0.02 0.01
H -3.76713 2.66130 2.07613 -0.03 0.02 0.01
H -3.26841 4.13381 3.94951 -0.01 0.00 -0.01
H -1.02069 4.21252 4.95760 0.01 0.00 0.00
H 1.29224 3.30783 5.02697 0.01 0.00 0.01
H 2.99911 1.74631 4.11450 0.01 -0.01 -0.02
H 2.39472 0.33658 2.14461 -0.02 -0.03 0.01
Br -1.53287 -0.59995 -5.69110 0.00 -0.01 -0.03
C 0.09893 0.25975 -5.27317 0.02 0.04 0.10
C 1.14540 0.14122 -6.17700 0.02 -0.01 -0.03
C 2.36942 0.72559 -5.89833 -0.01 -0.02 -0.02
C 2.55195 1.42314 -4.71432 0.00 0.01 0.04
C 1.50689 1.54502 -3.81391 0.04 0.02 -0.02
C 0.27316 0.97370 -4.09307 -0.20 -0.11 0.15
I -1.25592 1.19410 -2.67908 0.04 0.11 -0.23
H 0.99495 -0.41354 -7.09258 0.00 0.00 0.00
H 3.18118 0.62721 -6.60661 0.00 0.00 0.00
H 3.51020 1.86936 -4.48420 0.00 0.00 0.00
H 1.64750 2.07466 -2.88214 0.00 0.00 0.00
Br 4.36839 -6.03881 -4.18498 -0.02 0.03 0.03
C 3.44622 -4.73953 -3.15284 0.03 -0.04 -0.03
C 2.14198 -4.41444 -3.48299 -0.01 -0.01 -0.01
C 1.47372 -3.45966 -2.73166 0.00 0.06 -0.06
C 2.10415 -2.84411 -1.65909 0.09 0.08 0.06
C 3.41246 -3.18273 -1.34153 -0.03 -0.06 0.01
C 4.09173 -4.13282 -2.08928 0.01 0.02 0.02
C 1.36625 -1.81629 -0.85297 0.18 -0.28 -0.08
O 0.86716 -2.16441 0.25375 0.27 -0.26 -0.12
O 1.23594 -0.65612 -1.32016 0.01 -0.08 -0.01
H 1.65767 -4.89688 -4.32046 -0.01 0.00 0.00
H 0.45844 -3.18494 -2.99256 0.00 0.01 0.00
H 3.90756 -2.70525 -0.50567 -0.01 -0.01 0.01
H 5.11063 -4.39766 -1.84384 0.00 -0.01 -0.02
```
Positions in Å, forces in eV/Å.

***

[3]
Below is a 2-piece molecular cluster, C4H12 overall in a non-equilibrium geometry, with properties calculated with ωB97M-V/def2-TZVPD.

Output
Expectation value of S²: 0.753
HOMO energy (spin up / spin down) in eV: -15.50 / -15.45
Relative energy (zero: lowest compared OMol25 entry of this formula, charge and spin) in kJ/mol: 40.4
Frontier orbital gap (spin up / spin down) in eV: 12.11 / 4.17
E in Eh: -159.15445
Net charge: +1
Spin multiplicity: 2

```
16
Properties=species:S:1:pos:R:3:forces:R:3
C 1.03082 -1.71523 -0.00378 0.31 0.12 0.95
C 0.98593 -1.38022 1.40778 -0.20 -0.78 0.26
H 1.58958 -2.63909 -0.18702 -0.12 0.10 -0.27
H 0.00367 -1.54636 -0.40413 0.17 0.22 -0.51
H 1.57937 -0.96043 -0.67139 -0.39 0.01 -0.28
H -0.02508 -1.12775 1.80671 0.24 0.33 -0.04
H 1.44937 -0.34566 1.61745 -0.25 0.14 -0.28
H 1.51097 -2.06891 2.05677 0.16 -0.02 0.16
C -0.39603 1.77162 -1.02515 -0.13 0.03 -0.28
C -1.61109 1.15430 -0.33160 0.04 0.52 -0.62
H 0.14447 1.00804 -1.60538 0.15 0.21 0.12
H -0.70770 2.52165 -1.76692 0.07 -0.21 0.24
H 0.26564 2.29253 -0.33291 0.18 -0.24 -0.02
H -1.91670 1.76627 0.51095 -0.04 -0.19 0.28
H -1.46606 0.11324 -0.03555 0.04 -0.04 0.28
H -2.43715 1.15600 -1.03585 -0.21 -0.20 0.01
```
Positions in Å, forces in eV/Å.

***

[4]
Below is an isolated ion of composition C4H8NO and charge +1 in a non-equilibrium geometry, with properties calculated with ωB97M-V/def2-TZVPD.

Output
HOMO energy (spin up / spin down) in eV: -15.21 / -15.04
Relative energy (zero: lowest compared OMol25 entry of this formula, charge and spin) in kJ/mol: 533.4
Frontier orbital gap (spin up / spin down) in eV: 7.36 / 8.91
E in Eh: -286.73933
Net charge: +1

```
14
Properties=species:S:1:pos:R:3:forces:R:3
C -0.91885 -0.80571 0.48754 -1.18 -1.25 0.05
C 0.45941 -1.25678 0.13951 -1.15 -3.13 -1.59
C 1.33140 -0.34332 -0.64258 -0.06 1.81 3.41
C -1.01696 1.65821 0.16751 -1.56 0.63 -0.43
N -1.37939 0.32337 0.39488 0.55 0.32 0.16
O 0.85961 0.40064 -1.56148 -0.94 1.12 -1.41
H -1.70212 -1.58235 0.65395 0.64 0.25 0.30
H 1.00255 -1.64286 0.97693 0.04 -0.26 0.85
H 0.12547 -2.21684 -0.43824 1.06 1.44 0.56
H 1.90353 0.28477 0.23589 -1.00 0.05 -1.20
H 2.29877 -0.64305 -0.84320 2.48 -1.89 -0.97
H -1.47719 1.89998 -0.83481 1.31 0.19 0.83
H 0.08445 1.68057 0.34533 -0.73 0.57 -0.47
H -1.57067 2.24337 0.91877 0.53 0.17 -0.09
```
Positions in Å, forces in eV/Å.

***

[5]
Below is C8H14N2OS as an isolated structure in a non-equilibrium geometry, with properties calculated with ωB97M-V/def2-TZVPD.

Output
HOMO energy (spin up / spin down) in eV: -7.85 / -7.39
Relative energy (zero: lowest compared OMol25 entry of this formula, charge and spin) in kJ/mol: 776.3
Frontier orbital gap (spin up / spin down) in eV: 7.45 / 6.63
E in Eh: -895.87673
Net charge: 0

```
26
Properties=species:S:1:pos:R:3:forces:R:3
C -0.54922 -0.40037 -0.20225 -0.40 2.11 1.00
C -0.90620 -0.10554 1.72928 -0.90 0.85 -2.72
C -1.44094 0.91305 -0.59914 -1.40 -2.16 2.83
C -2.79956 0.47157 -1.16228 1.04 -2.14 -1.99
C 1.32890 -0.41799 -1.77855 1.09 1.16 2.29
C 1.59502 -1.40686 0.49195 3.03 -1.18 -0.68
C 1.53689 1.07503 0.23115 -2.54 -0.72 2.83
C 0.94477 -0.22319 -0.28501 0.43 -0.94 0.34
N 0.06412 -1.43710 3.45156 3.06 2.98 -0.15
N -0.58027 -0.68022 2.71458 0.14 -0.59 0.12
O -0.91011 2.04358 -1.10734 0.99 0.39 -0.97
S -1.86146 1.26641 1.29230 0.44 -0.29 -0.27
H -2.97784 -0.66883 -0.95041 0.57 2.21 -0.66
H -2.83785 0.72069 -2.27256 0.12 -0.72 1.11
H -3.61676 0.95625 -0.73254 -1.24 1.10 0.83
H 0.63709 -1.04989 -2.15001 -1.81 -2.53 -1.76
H 1.45047 0.39425 -2.42100 -0.83 2.19 -0.62
H 2.32737 -0.74597 -1.83497 1.19 -1.43 0.22
H 1.46811 -1.58271 1.56388 -0.90 0.49 -0.22
H 2.76925 -1.26731 0.50334 -2.01 -0.07 -0.46
H 1.47020 -2.40499 -0.02649 -0.21 1.10 0.48
H 1.08691 1.31273 1.29991 1.04 -0.14 -2.19
H 1.29436 1.79068 -0.48409 -0.17 1.76 -0.67
H 2.55686 0.91223 0.32861 2.03 0.11 0.18
H -0.46657 -2.15093 3.75377 -2.57 -3.40 1.22
H -1.58356 2.68542 -1.35369 -0.18 -0.14 -0.07
```
Positions in Å, forces in eV/Å.